(1)
{"formula": "C6H12FNOS2", "method": "ωB97M-V/def2-TZVPD", "e_lumo_ev": 0.6, "total_charge": 0, "species": ["S", "S", "F", "O", "N", "C", "C", "C", "C", "C", "C", "H", "H", "H", "H", "H", "H", "H", "H", "H", "H", "H", "H"], "coordinates": [[-0.600, -1.697, 2.333], [-4.368, 0.437, 1.348], [0.481, 0.512, -2.085], [-0.516, 0.496, 0.203], [2.699, -1.131, -1.906], [1.633, 1.123, -1.647], [2.824, 0.237, -1.489], [-1.968, -1.150, 1.317], [-1.787, -0.056, 0.309], [2.093, 0.784, -0.271], [-2.609, 0.202, 1.545], [2.559, 1.560, 0.331], [1.742, -1.314, -2.191], [-2.631, -1.957, 1.021], [3.789, 0.688, -1.715], [0.346, -1.024, 1.660], [-2.125, 0.818, 2.299], [1.727, 2.128, -2.047], [-4.752, -0.236, 2.444], [1.472, 0.081, 0.277], [2.926, -1.767, -1.148], [-2.322, -0.178, -0.635], [-0.611, 1.444, 0.050]]}


(2)
{"formula": "H14O7", "method": "ωB97M-V/def2-TZVPD", "e_lumo_ev": 0.4, "total_charge": 0, "species": ["O", "O", "O", "O", "O", "O", "O", "H", "H", "H", "H", "H", "H", "H", "H", "H", "H", "H", "H", "H", "H"], "coordinates": [[-1.639, -2.468, -0.857], [2.156, -1.685, -1.563], [0.476, 3.695, 0.570], [-0.384, 1.571, -1.002], [-2.687, -0.158, -0.157], [0.534, -0.662, 0.282], [1.326, -0.106, 2.916], [-0.083, 1.902, -1.860], [-2.394, -0.960, -0.323], [-1.347, 1.399, -1.180], [1.725, 0.765, 2.957], [1.082, 4.146, -0.158], [0.322, 0.094, -0.268], [-0.892, -1.897, -0.450], [1.934, -1.430, -0.748], [2.149, -2.590, -1.727], [0.880, -0.279, 1.087], [-3.505, -0.165, -0.730], [1.939, -0.974, 3.047], [-1.952, -3.122, 0.016], [0.361, 2.924, 0.148]]}


(3)
{"formula": "C23H27Cl16N3O7", "method": "ωB97M-V/def2-TZVPD", "e_lumo_ev": -0.5, "total_charge": 0, "species": ["Cl", "Cl", "Cl", "Cl", "Cl", "Cl", "Cl", "Cl", "Cl", "Cl", "Cl", "Cl", "Cl", "Cl", "Cl", "Cl", "O", "O", "O", "O", "O", "O", "O", "N", "N", "N", "C", "C", "C", "C", "C", "C", "C", "C", "C", "C", "C", "C", "C", "C", "C", "C", "C", "C", "C", "C", "C", "C", "C", "H", "H", "H", "H", "H", "H", "H", "H", "H", "H", "H", "H", "H", "H", "H", "H", "H", "H", "H", "H", "H", "H", "H", "H", "H", "H", "H"], "coordinates": [[5.552, 5.009, -9.545], [2.928, 4.203, -1.687], [6.666, 5.724, -6.969], [7.363, 0.747, -1.007], [-0.877, 2.769, -8.609], [0.568, 2.978, -6.114], [8.315, -1.131, 0.979], [3.456, 3.247, -4.369], [4.251, 4.131, -7.115], [-0.218, 5.374, -7.529], [6.792, 2.982, -7.890], [4.567, 1.848, -2.092], [8.130, 1.685, 1.621], [5.722, 0.115, 1.291], [1.874, 3.684, -8.602], [1.717, 1.743, -2.612], [-3.401, -2.231, 4.182], [0.448, 2.527, 0.190], [1.285, -4.997, 0.501], [-3.660, -4.355, 3.517], [-0.342, 0.130, -1.095], [-2.207, 3.621, 0.445], [-1.492, -3.314, 1.289], [-0.641, 1.801, 0.589], [-4.613, 2.517, 2.401], [-7.051, -0.850, 2.457], [-4.048, 1.294, 1.919], [-1.198, -4.592, 0.666], [-4.559, -2.714, 1.938], [-2.036, -2.470, 0.264], [1.860, -2.862, 1.766], [-4.628, -0.056, 2.180], [2.332, 1.342, 1.331], [-2.836, 1.321, 1.129], [-2.748, -1.218, 0.830], [-0.925, 0.578, -0.151], [2.610, 0.746, 2.778], [-2.201, 0.095, 0.596], [-5.912, -0.114, 3.073], [5.816, 4.461, -7.879], [-1.912, 2.483, 0.675], [-3.837, -3.198, 3.270], [0.099, -5.259, 1.244], [1.577, -3.600, 0.395], [0.338, 3.701, -7.712], [-3.990, -1.271, 1.645], [7.382, 0.354, 0.721], [1.339, 2.558, 1.352], [3.165, 2.759, -2.689], [-5.654, -2.704, 2.157], [-6.250, 0.931, 3.312], [-7.824, -0.182, 2.437], [-0.067, -6.373, 1.182], [-5.582, -0.556, 4.060], [-2.762, -3.057, -0.373], [3.319, 1.664, 0.920], [2.529, -3.530, -0.205], [3.113, 1.474, 3.463], [2.959, -2.681, 1.862], [-4.272, -3.442, 1.134], [-4.231, 3.266, 1.807], [1.816, 3.556, 1.500], [-6.786, -1.116, 1.509], [1.670, 0.391, 3.279], [-2.482, -1.963, 4.003], [1.305, -1.888, 1.749], [1.533, -3.423, 2.674], [3.286, -0.151, 2.682], [-1.049, -4.465, -0.446], [-5.619, 2.525, 2.206], [0.663, 2.400, 2.243], [1.866, 0.495, 0.750], [-2.093, -5.265, 0.796], [0.816, -3.017, -0.195], [0.168, -5.024, 2.339], [-1.193, -2.156, -0.414]]}


(4)
{"formula": "C32H66NO17S7", "method": "ωB97M-V/def2-TZVPD", "e_lumo_ev": -1.6, "total_charge": 1, "species": ["S", "S", "S", "S", "S", "S", "S", "O", "O", "O", "O", "O", "O", "O", "O", "O", "O", "O", "O", "O", "O", "O", "O", "O", "N", "C", "C", "C", "C", "C", "C", "C", "C", "C", "C", "C", "C", "C", "C", "C", "C", "C", "C", "C", "C", "C", "C", "C", "C", "C", "C", "C", "C", "C", "C", "C", "C", "H", "H", "H", "H", "H", "H", "H", "H", "H", "H", "H", "H", "H", "H", "H", "H", "H", "H", "H", "H", "H", "H", "H", "H", "H", "H", "H", "H", "H", "H", "H", "H", "H", "H", "H", "H", "H", "H", "H", "H", "H", "H", "H", "H", "H", "H", "H", "H", "H", "H", "H", "H", "H", "H", "H", "H", "H", "H", "H", "H", "H", "H", "H", "H", "H", "H"], "coordinates": [[10.537, 20.730, 11.732], [8.573, 13.978, 12.711], [12.771, 16.177, 10.778], [8.492, 18.203, 14.912], [7.014, 20.216, 7.166], [4.774, 20.206, 11.960], [8.847, 15.585, 6.920], [13.138, 15.061, 11.661], [8.238, 15.276, 12.286], [3.678, 19.787, 12.830], [3.601, 17.169, 10.599], [11.517, 16.895, 11.049], [5.817, 19.301, 11.596], [5.374, 16.163, 11.368], [7.506, 19.764, 8.421], [9.173, 16.377, 8.016], [9.072, 17.626, 13.737], [9.188, 19.140, 15.702], [9.168, 20.894, 12.228], [5.484, 17.037, 9.234], [7.947, 13.473, 13.869], [10.722, 19.883, 10.616], [8.616, 14.141, 7.022], [8.088, 20.170, 6.191], [8.451, 18.003, 10.612], [4.061, 20.803, 10.460], [6.905, 17.382, 16.691], [8.080, 16.817, 15.869], [4.832, 16.750, 10.360], [9.657, 12.704, 10.573], [5.594, 19.324, 6.570], [3.161, 16.396, 11.677], [9.570, 16.524, 4.440], [4.605, 22.781, 11.667], [11.362, 22.186, 11.370], [6.420, 21.848, 7.200], [11.606, 20.035, 12.919], [12.871, 20.775, 12.559], [10.301, 13.654, 12.860], [12.713, 22.155, 12.201], [5.316, 21.743, 6.210], [7.416, 16.121, 5.786], [8.321, 13.102, 11.260], [6.889, 18.737, 14.569], [8.125, 16.124, 4.399], [10.100, 15.693, 5.740], [4.547, 16.026, 12.405], [3.516, 22.125, 10.778], [5.263, 21.766, 12.609], [12.657, 15.681, 9.141], [14.113, 17.265, 10.649], [10.606, 12.727, 11.702], [4.570, 20.367, 6.455], [13.731, 17.870, 9.351], [6.040, 18.275, 15.731], [2.417, 15.167, 11.175], [13.339, 16.813, 8.371], [12.814, 18.339, 9.587], [4.613, 22.396, 6.382], [7.852, 14.933, 4.271], [6.395, 15.648, 5.847], [11.219, 20.332, 13.970], [11.642, 12.833, 11.687], [12.576, 17.316, 7.615], [7.578, 17.582, 10.253], [7.170, 22.582, 6.993], [9.759, 17.539, 4.629], [7.483, 16.691, 3.571], [11.708, 18.877, 12.703], [12.474, 22.693, 13.192], [7.682, 16.086, 15.102], [2.674, 21.984, 11.357], [7.050, 17.218, 6.063], [3.101, 14.434, 10.762], [15.140, 16.629, 10.699], [4.448, 14.961, 12.607], [6.536, 18.089, 13.701], [11.044, 16.125, 6.322], [1.706, 15.337, 10.486], [8.918, 16.433, 16.390], [13.567, 20.511, 13.475], [3.379, 20.042, 10.001], [9.056, 18.066, 9.912], [4.835, 16.486, 13.347], [13.285, 14.866, 9.164], [14.357, 18.741, 8.812], [5.584, 21.735, 5.192], [10.007, 13.527, 9.875], [14.168, 16.290, 7.792], [3.883, 20.114, 5.974], [5.914, 18.996, 5.456], [10.138, 16.125, 3.511], [11.467, 22.102, 10.336], [5.600, 19.078, 16.328], [7.723, 12.126, 11.146], [4.690, 20.573, 9.783], [13.518, 20.308, 11.626], [4.818, 21.666, 13.353], [10.467, 13.242, 13.737], [4.126, 23.611, 12.190], [5.063, 17.698, 15.336], [7.757, 13.715, 10.462], [14.105, 18.063, 11.439], [9.611, 11.958, 9.675], [10.384, 11.597, 12.239], [13.374, 22.906, 11.637], [8.020, 19.006, 11.057], [7.032, 17.993, 17.428], [10.709, 22.922, 11.421], [2.466, 17.005, 12.352], [6.977, 19.768, 14.561], [5.400, 23.308, 11.163], [5.850, 21.967, 8.059], [5.436, 18.599, 7.281], [11.676, 15.537, 8.929], [6.411, 21.881, 12.325], [10.260, 14.633, 5.463], [6.278, 16.755, 17.196], [2.132, 14.756, 12.161], [8.711, 17.387, 11.337], [3.380, 22.560, 9.991], [10.803, 14.651, 12.743], [4.108, 20.587, 7.537]]}


Values of orbital gap, in order: 0.3517; 0.4113; 0.3170; 0.3763, all in hartree.